This record from OMol25 describes a molecular structure, C53H66Br2Cl2N5O2RbS. The level of theory is ωB97M-V/def2-TZVPD.

The calculation puts the orbital gap at 4.7967 eV. As for the charge: -2. The calculation puts the LUMO energy at 3.6 eV. For the largest force on an atom, the calculation gives 0.739 eV/Å. For the relative energy (zero: lowest compared OMol25 entry of this formula, charge and spin), the calculation gives 27.0 kJ/mol.

CARTESIAN COORDINATES (ANGSTROEM)
Rb1 0.10014 0.13615 0.74552
Br1 4.26885 -2.46438 3.25678
Br2 1.58769 -3.75133 8.05927
Cl1 -2.28700 1.08966 2.62783
Cl2 -5.23992 1.08512 2.45917
S1 -1.30033 -2.30929 -0.48668
O1 1.40730 -1.87346 2.31057
O2 -2.25363 -1.45574 0.30595
N1 -0.95874 -2.37563 3.57986
N2 2.26166 1.48802 0.36092
N3 1.42159 -0.43719 -1.68885
N4 -1.20557 0.85608 -1.83177
N5 -0.39271 2.76163 0.24080
C1 4.37141 1.24427 1.27250
C2 -4.51764 1.90107 -3.24433
C3 5.38966 -1.88412 -3.28011
C4 -3.03036 5.38990 0.67823
C5 -0.38183 5.81376 2.41522
C6 4.94461 4.48562 2.34653
C7 -1.80551 4.52790 0.71146
C8 -3.36324 -2.39366 3.36173
C9 2.67696 -0.87951 -1.48462
C10 3.37930 0.73750 0.31227
C11 -2.57382 0.26674 -3.60166
C12 2.44291 2.42784 1.30492
C13 0.20220 -2.55553 4.25502
C14 -4.15144 4.85534 1.57774
C15 1.48655 3.38963 1.66941
C16 0.22960 -2.96799 5.61350
C17 -2.46806 2.78767 -1.02623
C18 3.56684 -0.36411 -0.52834
C19 3.78326 2.29455 1.89990
C20 -4.64535 -3.15252 -0.68927
C21 -5.62174 1.30220 -2.36273
C22 -2.17626 -2.92126 5.54377
C23 -0.69513 4.69002 1.47524
C24 6.70728 1.10275 0.31204
C25 -2.46302 0.16186 -6.11701
C26 1.91882 -2.06925 -3.24932
C27 1.43503 -2.30890 3.47811
C28 -0.95977 -3.73316 0.57308
C29 2.62077 -2.64377 4.19168
C30 0.19431 3.56714 1.14548
C31 1.73384 -2.97769 -4.42544
C32 -3.04555 -0.44415 -4.83346
C33 2.01155 -2.28373 -5.76602
C34 2.64823 -3.05692 5.51954
C35 -1.02492 -3.12545 6.24633
C36 -3.68995 0.90020 1.57338
C37 -3.74220 -2.61470 -1.79914
C38 0.09130 -4.66909 -0.01974
C39 4.36236 3.19725 2.94328
C40 5.75958 0.71603 1.45890
C41 -1.58590 3.30351 -0.06929
C42 3.00735 -1.93917 -2.44470
C43 -3.17782 1.29733 -2.95423
C44 1.48266 -3.20158 6.22643
C45 -0.33147 -0.88500 -3.31182
C46 1.49088 -4.05058 -0.02092
C47 4.31235 -2.66903 -2.52105
C48 -1.31113 0.02941 -2.89536
C49 -2.27689 1.67141 -1.85952
C50 0.51160 6.88407 1.77597
C51 -2.32384 -3.17228 -1.75435
C52 -2.10945 -2.56081 4.17880
C53 0.93247 -1.10435 -2.75132
H1 3.59859 -3.26028 5.99456
H2 1.79544 4.10235 2.42907
H3 6.16813 1.09648 2.39864
H4 1.40245 -1.38211 -5.85605
H5 6.32737 -2.44541 -3.34400
H6 3.59062 3.45782 3.67275
H7 -3.38292 3.35290 -1.18794
H8 5.78452 4.25324 1.68774
H9 4.52483 -0.86947 -0.44238
H10 0.11391 5.41798 3.30617
H11 5.29547 5.16928 3.12592
H12 1.82267 -3.83306 0.99541
H13 -2.32393 -4.24350 -1.53948
H14 -4.16854 -2.86945 -2.77448
H15 -1.92226 -4.21529 0.76629
H16 7.75081 0.89318 0.56660
H17 4.67052 -2.87629 -1.50830
H18 1.44399 6.43851 1.42436
H19 -0.60222 -3.26538 1.49677
H20 -4.13839 -0.41590 -4.88137
H21 0.75349 7.68349 2.48340
H22 0.70856 -3.36035 -4.43376
H23 1.78995 -2.93902 -6.61411
H24 5.05370 -1.65706 -4.29488
H25 5.14391 2.67114 3.49727
H26 -3.14320 -3.04027 6.02090
H27 -2.77443 6.40823 0.98613
H28 -0.18851 -4.95369 -1.04111
H29 -3.78843 4.71719 2.59834
H30 -5.69003 0.22265 -2.52169
H31 -2.77725 1.20301 -6.21851
H32 4.16439 -3.64080 -3.00286
H33 -5.00654 5.53798 1.60234
H34 -2.76804 -1.50202 -4.78104
H35 -4.48072 2.98262 -3.08585
H36 0.09048 -5.59202 0.56589
H37 -4.01945 -1.63201 3.79150
H38 0.01287 7.32723 0.91051
H39 6.46287 0.55601 -0.60054
H40 -1.37243 0.15207 -6.07350
H41 -4.77419 1.75177 -4.29765
H42 -4.66358 -4.24807 -0.69793
H43 -3.09321 -2.10005 2.34788
H44 2.21349 -4.72103 -0.49368
H45 -1.31076 6.27770 2.75880
H46 2.38917 -3.84787 -4.32595
H47 -3.65739 -0.08813 1.13420
H48 -1.05878 -3.41016 7.29028
H49 -3.39975 5.46219 -0.34900
H50 -4.50415 3.88298 1.22508
H51 -6.59910 1.74562 -2.57785
H52 -1.80195 -2.99607 -2.69579
H53 3.05885 -1.98114 -5.82978
H54 -3.92511 -3.33285 3.32339
H55 -5.67255 -2.79910 -0.81451
H56 -5.39668 1.46356 -1.30561
H57 5.72429 -0.37145 1.55610
H58 -4.28620 -2.82195 0.28547
H59 -3.64190 1.67158 0.81635
H60 5.58798 -0.93321 -2.78066
H61 6.61344 2.16815 0.08723
H62 -3.69505 -1.52474 -1.74865
H63 4.18967 5.00153 1.74923
H64 -2.78190 -0.38650 -7.00849
H65 -0.57495 -1.47507 -4.19327
H66 1.50746 -3.10397 -0.56373

This record from OMol25 describes a gas-phase ion, C2H2NO3S (charge -1) at a distorted geometry. The level of theory is ωB97M-V/def2-TZVPD.

The calculation puts the orbital gap at 7.7130 eV. As for the charge: -1. The calculation puts the LUMO energy at 3.7 eV. For the largest force on an atom, the calculation gives 3.798 eV/Å. For the relative energy (zero: lowest compared OMol25 entry of this formula, charge and spin), the calculation gives 283.5 kJ/mol.

CARTESIAN COORDINATES (ANGSTROEM)
S1 1.74033 1.04185 -1.59208
O1 -2.17781 -0.53575 0.12426
O2 -0.80731 -0.56392 1.83082
O3 0.68794 1.83589 0.73925
N1 -1.06433 -0.54148 0.62588
C1 0.04188 -0.49616 -0.20615
C2 0.82534 1.06736 -0.18443
H1 -0.10022 -0.68706 -1.23706
H2 0.85419 -1.12073 -0.10049

This record from OMol25 describes a single C6H8 molecule. The level of theory is ωB97M-V/def2-TZVPD.

The calculation puts the orbital gap at 8.5784 eV. The calculation puts the LUMO energy at 0.5 eV. For the largest force on an atom, the calculation gives 0.294 eV/Å. For the relative energy (zero: lowest compared OMol25 entry of this formula, charge and spin), the calculation gives 513.7 kJ/mol.

CARTESIAN COORDINATES (ANGSTROEM)
C1 -1.06670 -0.32291 0.66090
C2 1.05215 0.74860 -0.01682
C3 1.68049 -0.59685 0.25905
C4 -0.40064 1.01029 0.35309
C5 -0.01473 0.52744 -1.03130
C6 -0.34974 -0.90520 -0.57448
H1 -0.12959 0.98081 -2.00823
H2 -0.75593 1.99366 0.64081
H3 -2.14289 -0.27502 0.46679
H4 -0.86714 -1.63692 -1.19770
H5 1.46845 -0.89908 1.30477
H6 1.71889 1.60549 -0.07661
H7 -0.89663 -0.79644 1.63362
H8 0.70400 -1.43388 -0.41390

This record from OMol25 describes a molecular structure, C4H8Cl2NO3P at a distorted geometry. The level of theory is ωB97M-V/def2-TZVPD.

The calculation puts the orbital gap at 6.9832 eV. As for the charge: -2. The calculation puts the LUMO energy at 4.5 eV. For the largest force on an atom, the calculation gives 3.367 eV/Å. For the relative energy (zero: lowest compared OMol25 entry of this formula, charge and spin), the calculation gives 227.9 kJ/mol.

CARTESIAN COORDINATES (ANGSTROEM)
Cl1 -2.13585 8.88256 10.21516
Cl2 1.52591 -2.98342 -0.53356
P1 -0.44965 -2.56029 -2.45292
O1 0.54467 -1.73352 -3.16933
O2 -1.73715 -3.15942 -2.95921
O3 -1.45096 -0.72528 -1.47420
N1 -0.03931 -3.34792 -1.07548
C1 -0.65123 -1.12600 0.71366
C2 0.32697 -0.00664 0.49543
C3 -1.77991 -0.60677 1.72204
C4 -1.36710 -1.45716 -0.49795
H1 -2.14905 -2.27383 -0.52256
H2 -1.40653 -0.94475 2.72009
H3 -0.03976 0.39597 -0.41449
H4 1.38212 -0.43628 0.26038
H5 -0.23617 -2.03499 0.99680
H6 -2.91922 -0.76426 1.46105
H7 -1.74188 0.44677 1.79266
H8 0.27350 0.63949 1.36068

This record from OMol25 describes 2 unconnected molecules or ions with the total composition C4H9NO2S at a distorted geometry. The level of theory is ωB97M-V/def2-TZVPD.

The calculation puts the orbital gap (alpha / beta) at 6.9385 / 9.2048 eV. The calculation puts the LUMO energy (alpha / beta) at -2.0 / -0.3 eV. For the largest force on an atom, the calculation gives 3.633 eV/Å. For the relative energy (zero: lowest compared OMol25 entry of this formula, charge and spin), the calculation gives 597.9 kJ/mol.

CARTESIAN COORDINATES (ANGSTROEM)
S1 0.82914 0.26615 -2.45216
O1 0.53309 -0.47106 -3.66872
O2 0.53940 1.68910 -2.41293
N1 2.53759 -0.07099 -2.26574
C1 -0.82113 -0.26060 0.94794
C2 -1.54725 -0.64309 2.29437
C3 -0.60511 1.19156 0.88869
C4 -0.35783 -1.19872 0.15913
H1 -0.23021 -2.22054 0.17811
H2 0.17730 1.57923 1.47323
H3 -0.35613 1.37451 -0.07455
H4 2.99231 -0.86904 -2.76626
H5 3.05896 0.14969 -1.40153
H6 -2.70195 -0.53675 2.11624
H7 -1.27856 -0.03466 3.15278
H8 -1.15959 -1.57331 2.56681
H9 -1.61006 1.62851 1.26460